Entry 1:
# C8H19N4S

The ion C8H19N4S with charge +1 at a distorted geometry (wB97M-V/def2-TZVPD, OMol25).

The geometry in XYZ format:
```
32
Properties=species:S:1:pos:R:3:forces:R:3
C -0.020 -0.456 -0.410 0.99 -0.74 -0.44
C -1.382 -0.324 -0.316 -1.06 0.46 0.69
C 0.610 0.333 1.843 1.24 -0.55 0.88
C 1.439 0.251 -2.311 0.56 0.97 2.44
C -0.301 -1.285 -2.776 -1.36 0.13 -0.63
C 1.666 -2.140 -1.467 0.20 0.99 0.29
C -2.251 -0.163 3.642 2.49 -1.35 -2.01
C 0.674 -0.911 -1.692 0.49 -1.29 0.06
N 0.782 -0.348 0.604 1.45 1.13 1.14
N -0.477 1.276 1.972 0.34 -0.65 -0.49
N 0.613 2.769 0.507 5.08 -3.44 -1.00
N -0.489 2.101 0.868 -3.32 1.94 1.42
S -1.459 1.451 3.355 0.02 0.51 -0.14
H -2.085 -0.867 -0.870 -0.44 -0.66 -1.47
H -1.903 0.143 0.483 0.16 0.35 0.78
H 0.607 -0.390 2.675 -0.44 0.13 -0.25
H 1.533 0.945 2.132 -0.68 -0.66 -0.90
H 0.700 0.980 -2.681 0.68 -0.06 -0.18
H 2.118 0.719 -1.521 -0.77 -0.32 -0.95
H 2.108 -0.165 -3.035 0.17 0.18 -0.87
H -0.949 -2.144 -2.486 1.00 -0.15 -0.69
H 0.315 -1.342 -3.741 -1.52 -0.43 1.18
H -1.110 -0.505 -2.852 1.05 -0.21 -0.44
H 2.210 -2.225 -2.484 -0.94 -0.62 1.76
H 1.075 -3.046 -1.091 1.05 1.08 -0.96
H 2.446 -1.872 -0.671 -1.09 -0.41 -1.16
H -3.269 -0.074 3.745 -2.62 0.61 -0.77
H -2.033 -0.582 4.605 1.24 -0.13 0.40
H -1.931 -0.873 2.779 -0.75 1.11 1.62
H 0.583 3.689 0.229 -1.02 2.37 -0.50
H 1.467 2.270 -0.038 -3.17 0.79 1.70
H -1.289 2.785 1.004 0.99 -1.12 -0.51
```
Positions in Å, forces in eV/Å.

The calculation puts the HOMO energy (spin up / spin down) at -12.37 / -12.82 eV. For the calculated total energy, the calculation gives -25386.6177 eV. As for the maximum force: 6.2 eV/Å. Its total charge is +1. For the orbital gap (spin up / spin down), the calculation gives 6.60 / 8.19 eV. As for the energy above the lowest of the compared OMol25 structures with the same formula, charge and spin: 237.86 kJ/mol. The calculation puts the lowest unoccupied orbital energy (spin up / spin down) at -5.8 / -4.6 eV.

---

Entry 2:
# C8H19NO2S

An isolated molecule of C8H19NO2S at a distorted geometry (wB97M-V/def2-TZVPD, OMol25).

The geometry in XYZ format:
```
31
Properties=species:S:1:pos:R:3:forces:R:3
C 3.586 -1.513 -1.314 0.12 0.38 -1.11
C 3.013 -0.201 -0.779 0.24 -0.19 0.10
C 2.051 -0.419 0.386 -0.20 0.16 -0.01
C 1.552 0.882 1.031 -0.04 -0.09 -0.15
C 0.810 1.835 0.087 -0.61 -0.42 0.55
C -0.388 1.215 -0.646 0.39 0.16 0.67
C -1.465 0.688 0.288 -0.02 -0.97 -0.63
C -2.675 0.190 -0.499 -0.70 0.91 0.14
S -3.988 -0.434 0.540 -0.79 -0.18 0.05
N -3.280 -1.765 1.273 -0.89 -0.96 -0.78
O -4.245 0.533 1.592 0.10 -0.64 -0.80
O -5.050 -0.928 -0.332 1.12 0.59 0.94
H 4.138 -2.047 -0.565 0.33 -0.24 0.49
H 2.792 -2.177 -1.664 -0.05 0.03 0.01
H 4.270 -1.345 -2.182 -0.49 -0.06 0.66
H 3.836 0.451 -0.462 -0.09 -0.02 0.01
H 2.504 0.317 -1.590 -0.08 0.11 -0.09
H 1.194 -1.010 0.016 0.25 0.07 0.25
H 2.555 -1.003 1.167 -0.12 -0.08 -0.16
H 2.405 1.401 1.479 0.01 0.07 -0.09
H 0.893 0.649 1.869 -0.02 -0.13 0.04
H 0.442 2.678 0.682 0.08 0.02 -0.09
H 1.473 2.232 -0.653 0.57 0.33 -0.45
H -0.057 0.430 -1.309 0.16 -0.43 -0.25
H -0.797 1.978 -1.279 -0.39 0.51 -0.44
H -1.778 1.433 0.988 -0.20 0.59 0.46
H -1.074 -0.158 0.854 0.06 -0.01 0.14
H -3.164 1.021 -1.068 0.36 -0.69 0.36
H -2.460 -0.628 -1.171 0.20 -0.17 -0.29
H -3.788 -2.636 0.984 0.68 1.20 0.30
H -3.305 -1.669 2.277 0.02 0.14 0.19
```
Positions in Å, forces in eV/Å.

The calculation puts the HOMO energy at -10.76 eV. Its SMILES is CCCCCCCCS(N)(=O)=O. For the calculated total energy, the calculation gives -25024.7185 eV. As for the maximum force: 1.6 eV/Å. Its total charge is 0. For the orbital gap, the calculation gives 11.44 eV. As for the energy above the lowest of the compared OMol25 structures with the same formula, charge and spin: 58.51 kJ/mol. The calculation puts the lowest unoccupied orbital energy at 0.7 eV.

---

Entry 3:
# C8H19NSi

An isolated molecule of C8H19NSi at a distorted geometry (wB97M-V/def2-TZVPD, OMol25).

The geometry in XYZ format:
```
29
Properties=species:S:1:pos:R:3:forces:R:3
C -0.002 1.781 -2.397 2.42 -0.54 1.68
C -0.454 1.041 -1.381 -1.89 0.04 -0.05
Si 0.424 0.171 0.045 -1.42 -2.71 0.90
C 2.086 -0.597 -0.609 -0.05 -1.61 0.44
C 2.271 -1.118 -2.081 0.69 -3.33 2.17
C 0.629 0.938 1.777 -0.61 -1.16 0.78
C -0.114 2.239 2.094 0.13 0.24 -0.23
N -1.094 -1.343 0.712 2.08 3.22 0.54
C -1.659 -2.031 -0.377 -2.47 0.47 -0.43
C -2.075 -0.806 1.697 2.66 -0.38 0.04
H -0.556 2.190 -3.242 0.20 -0.11 0.36
H 1.109 1.921 -2.227 -1.16 0.49 -1.35
H -1.543 0.836 -1.389 0.43 0.01 0.10
H 2.820 0.200 -0.509 0.16 0.20 0.38
H 2.438 -1.454 0.102 -0.78 1.64 -0.97
H 3.160 -1.846 -2.098 -0.88 1.09 0.28
H 1.493 -1.811 -2.436 -0.22 0.86 -0.03
H 2.558 -0.380 -2.743 -0.07 1.65 -1.53
H 0.150 0.173 2.469 0.94 0.44 -1.00
H 1.663 1.034 2.147 -0.23 -0.24 -0.60
H 0.647 2.856 2.560 -0.39 0.73 -0.03
H -0.547 2.716 1.206 0.24 0.14 0.27
H -0.923 2.088 2.811 0.07 0.03 -0.06
H -2.573 -2.621 -0.136 0.33 0.35 0.39
H -2.016 -1.396 -1.235 0.56 -0.46 0.20
H -0.962 -2.758 -0.606 1.44 -1.50 -1.61
H -1.732 0.199 1.969 -0.46 -0.38 0.57
H -3.037 -0.719 1.319 -1.98 0.28 -1.09
H -2.158 -1.502 2.557 0.26 0.55 -0.11
```
Positions in Å, forces in eV/Å.

The calculation puts the HOMO energy at -7.51 eV. Its SMILES is C=C[Si](CC)(CC)N(C)C. For the calculated total energy, the calculation gives -17969.0247 eV. As for the maximum force: 4.0 eV/Å. Its total charge is 0. For the orbital gap, the calculation gives 8.34 eV. As for the energy above the lowest of the compared OMol25 structures with the same formula, charge and spin: 396.81 kJ/mol. The calculation puts the lowest unoccupied orbital energy at 0.8 eV.

---

Entry 4:
# C8H19OPS

A cluster of 2 separate species, C8H19OPS in total at a distorted geometry (wB97M-V/def2-TZVPD, OMol25).

The geometry in XYZ format:
```
30
Properties=species:S:1:pos:R:3:forces:R:3
C 0.480 1.044 -1.977 -0.99 1.34 -0.65
C 1.503 -1.172 -2.495 -0.05 2.62 -1.61
C -1.064 -0.947 -2.111 -2.47 0.60 -0.22
C -1.954 0.720 1.311 -1.02 -0.89 0.95
C -0.341 -0.384 3.161 -1.52 -1.82 0.16
C 0.245 1.678 1.838 -0.08 0.61 -1.59
C 0.295 -0.452 -1.782 1.17 -0.01 1.43
C -0.574 0.483 1.971 0.17 -2.79 -2.89
O 2.085 -0.292 0.156 1.16 -0.33 2.09
P 0.556 -0.865 0.119 -0.58 0.84 0.36
S 0.562 -2.770 0.443 -0.33 -0.45 0.29
H -0.385 1.700 -1.641 0.63 -1.08 -0.08
H 1.327 1.332 -1.323 -0.01 0.34 -1.24
H 0.514 1.293 -3.111 0.70 -0.35 1.87
H 1.166 -1.200 -3.590 0.69 -0.25 1.30
H 1.812 -2.138 -2.144 -0.23 -0.41 0.23
H 2.405 -0.439 -2.447 -1.45 -1.44 -0.07
H -1.886 -0.156 -1.869 1.30 -1.52 0.84
H -1.386 -0.965 -3.150 1.03 -0.55 -0.70
H -1.178 -1.959 -1.673 -0.62 0.65 -0.20
H -2.819 0.293 1.957 1.39 0.56 -1.12
H -2.034 1.826 1.350 -0.52 -0.60 -0.50
H -2.051 0.306 0.247 0.11 0.81 1.73
H 0.704 -0.367 3.539 -0.81 0.19 -0.16
H -0.641 -1.490 2.980 0.66 1.65 -0.08
H -1.105 -0.097 3.925 0.81 0.09 -0.05
H -0.287 2.445 2.477 0.95 -0.09 -1.01
H 1.235 1.449 2.175 0.70 0.42 0.33
H 0.300 1.801 0.680 -0.13 1.11 2.30
H 2.518 -0.678 0.985 -0.66 0.72 -1.71
```
Positions in Å, forces in eV/Å.

The calculation puts the HOMO energy at -7.61 eV. For the calculated total energy, the calculation gives -30774.1172 eV. As for the maximum force: 4.0 eV/Å. Its total charge is 0. For the orbital gap, the calculation gives 7.66 eV. The calculation puts the lowest unoccupied orbital energy at 0.1 eV.

---

Entry 5:
# C8H20Ag4FO4

A structure of composition C8H20Ag4FO4 at a distorted geometry (wB97M-V/def2-TZVPD, OMol25).

The geometry in XYZ format:
```
37
Properties=species:S:1:pos:R:3:forces:R:3
Ag 5.963 -22.118 -21.122 -0.61 0.01 0.28
Ag 8.110 -30.363 -22.165 -0.21 -0.03 0.57
Ag 7.305 -25.429 -26.517 -0.31 -0.08 0.06
Ag 11.249 -25.268 -22.104 0.01 -0.03 0.21
F 6.690 -26.177 -22.255 0.78 0.32 -0.51
C 11.473 -29.661 -18.592 -0.74 0.96 -0.89
O 10.033 -29.614 -18.574 0.55 0.68 -0.69
C 9.451 -29.959 -17.337 -0.64 -1.75 0.10
C 7.904 -29.909 -17.384 1.60 0.15 -0.62
O 7.519 -30.930 -18.330 -0.60 0.89 0.23
C 6.103 -31.019 -18.376 -0.73 -0.29 -0.13
H 11.872 -28.948 -17.870 0.21 -0.48 0.41
H 11.746 -29.249 -19.563 -0.06 0.20 -0.21
H 11.952 -30.639 -18.625 -0.40 -0.27 0.83
H 9.895 -29.448 -16.482 -0.12 0.39 -0.06
H 9.679 -31.022 -17.254 0.02 -0.24 0.71
H 7.592 -28.902 -17.659 -0.25 0.08 -0.65
H 7.464 -30.035 -16.395 0.14 -0.63 0.11
H 5.716 -31.763 -19.072 0.78 -0.48 -0.09
H 5.614 -30.119 -18.749 0.21 0.58 0.37
H 5.692 -31.303 -17.408 0.00 0.22 0.16
C 3.851 -17.913 -20.278 0.33 -0.08 0.08
O 3.527 -19.184 -19.700 1.09 0.66 -1.19
C 2.290 -19.223 -19.054 0.10 -0.60 0.53
C 2.123 -20.657 -18.512 -0.28 0.58 -0.60
O 2.367 -21.617 -19.584 -0.06 1.53 0.64
C 2.135 -22.934 -19.194 0.44 -0.80 -0.65
H 3.074 -17.497 -20.919 -0.40 -0.10 0.27
H 4.720 -17.992 -20.931 0.09 -0.56 0.02
H 4.164 -17.188 -19.526 -0.39 0.09 0.27
H 1.475 -18.885 -19.695 -0.12 -0.43 -0.42
H 2.285 -18.503 -18.236 -0.01 -0.10 0.48
H 1.127 -20.701 -18.071 -0.47 -0.45 -0.49
H 2.745 -20.828 -17.634 0.71 -0.15 -0.28
H 1.080 -23.116 -18.993 0.15 -0.09 0.76
H 2.898 -23.255 -18.484 -0.60 0.04 1.06
H 2.382 -23.611 -20.012 -0.19 0.27 -0.66
```
Positions in Å, forces in eV/Å.

The calculation puts the HOMO energy at -15.02 eV. For the calculated total energy, the calculation gives -35486.0237 eV. As for the maximum force: 1.9 eV/Å. Its total charge is +3. For the orbital gap, the calculation gives 3.50 eV. As for the energy above the lowest of the compared OMol25 structures with the same formula, charge and spin: 228.24 kJ/mol. The calculation puts the lowest unoccupied orbital energy at -11.5 eV.

---

Entry 6:
# C8H20AuBF4N4S

A structure of composition C8H20AuBF4N4S (wB97M-V/def2-TZVPD, OMol25).

The geometry in XYZ format:
```
39
Properties=species:S:1:pos:R:3:forces:R:3
Au 0.276 -0.301 -0.370 0.14 -0.05 0.07
N -1.322 1.244 -0.101 0.45 -0.11 0.00
C -2.532 1.328 -0.934 -0.14 -0.20 -0.06
C -3.572 0.266 -0.579 0.26 -0.09 -0.02
C -3.087 -1.186 -0.659 0.00 0.10 -0.17
C -2.526 -1.573 -2.038 -0.01 -0.08 0.15
N -1.085 -1.826 -1.956 -0.15 -0.12 -0.37
H -1.562 1.213 0.887 0.05 0.06 0.05
H -0.769 2.090 -0.204 0.06 0.02 0.12
H -2.225 1.228 -1.976 0.01 0.03 0.01
H -3.001 2.311 -0.824 0.06 -0.01 -0.01
H -4.415 0.387 -1.264 -0.05 0.09 0.07
H -3.936 0.461 0.434 -0.09 0.01 -0.03
H -3.922 -1.840 -0.403 0.02 0.01 0.07
H -2.301 -1.349 0.082 -0.04 -0.07 0.05
H -2.667 -0.746 -2.736 -0.05 -0.06 -0.07
H -3.071 -2.435 -2.441 -0.03 0.06 -0.01
H -0.661 -1.855 -2.876 -0.01 -0.05 0.01
H -0.887 -2.711 -1.504 -0.03 0.00 0.01
C 3.899 0.675 0.648 0.04 0.12 -0.10
N 3.504 -0.397 1.529 -0.03 -0.11 0.03
C 3.747 -0.318 2.968 -0.10 0.12 0.24
C 3.419 -1.740 3.430 0.09 -0.06 0.01
N 2.577 -2.200 2.332 0.01 0.16 0.08
C 2.727 -1.430 1.243 0.31 0.01 0.32
S 2.094 -1.849 -0.282 -0.50 0.14 -0.46
H 3.584 1.630 1.062 -0.08 0.00 0.02
H 3.428 0.536 -0.321 -0.01 0.00 0.01
H 4.985 0.669 0.530 -0.03 -0.02 0.00
H 3.074 0.429 3.398 0.03 -0.05 -0.04
H 4.776 -0.026 3.174 0.02 -0.06 -0.05
H 2.890 -1.779 4.379 -0.01 0.11 -0.01
H 4.323 -2.355 3.503 -0.05 -0.01 0.01
H 2.125 -3.093 2.301 -0.06 0.01 -0.15
F -0.265 2.611 2.507 -0.05 -0.02 0.00
B 0.941 2.006 2.149 -0.10 -0.17 -0.08
F 1.259 2.375 0.815 -0.05 -0.05 0.07
F 1.988 2.366 2.996 0.04 0.04 0.04
F 0.771 0.584 2.205 0.07 0.30 0.19
```
Positions in Å, forces in eV/Å.

The calculation puts the HOMO energy at -7.83 eV. For the calculated total energy, the calculation gives -40662.6933 eV. As for the maximum force: 0.7 eV/Å. Its total charge is 0. For the orbital gap, the calculation gives 8.31 eV. The calculation puts the lowest unoccupied orbital energy at 0.5 eV.

---

Repeat the sixth record exactly.
# C8H20AuBF4N4S

A structure of composition C8H20AuBF4N4S (wB97M-V/def2-TZVPD, OMol25).

The geometry in XYZ format:
```
39
Properties=species:S:1:pos:R:3:forces:R:3
Au 0.276 -0.301 -0.370 0.14 -0.05 0.07
N -1.322 1.244 -0.101 0.45 -0.11 0.00
C -2.532 1.328 -0.934 -0.14 -0.20 -0.06
C -3.572 0.266 -0.579 0.26 -0.09 -0.02
C -3.087 -1.186 -0.659 0.00 0.10 -0.17
C -2.526 -1.573 -2.038 -0.01 -0.08 0.15
N -1.085 -1.826 -1.956 -0.15 -0.12 -0.37
H -1.562 1.213 0.887 0.05 0.06 0.05
H -0.769 2.090 -0.204 0.06 0.02 0.12
H -2.225 1.228 -1.976 0.01 0.03 0.01
H -3.001 2.311 -0.824 0.06 -0.01 -0.01
H -4.415 0.387 -1.264 -0.05 0.09 0.07
H -3.936 0.461 0.434 -0.09 0.01 -0.03
H -3.922 -1.840 -0.403 0.02 0.01 0.07
H -2.301 -1.349 0.082 -0.04 -0.07 0.05
H -2.667 -0.746 -2.736 -0.05 -0.06 -0.07
H -3.071 -2.435 -2.441 -0.03 0.06 -0.01
H -0.661 -1.855 -2.876 -0.01 -0.05 0.01
H -0.887 -2.711 -1.504 -0.03 0.00 0.01
C 3.899 0.675 0.648 0.04 0.12 -0.10
N 3.504 -0.397 1.529 -0.03 -0.11 0.03
C 3.747 -0.318 2.968 -0.10 0.12 0.24
C 3.419 -1.740 3.430 0.09 -0.06 0.01
N 2.577 -2.200 2.332 0.01 0.16 0.08
C 2.727 -1.430 1.243 0.31 0.01 0.32
S 2.094 -1.849 -0.282 -0.50 0.14 -0.46
H 3.584 1.630 1.062 -0.08 0.00 0.02
H 3.428 0.536 -0.321 -0.01 0.00 0.01
H 4.985 0.669 0.530 -0.03 -0.02 0.00
H 3.074 0.429 3.398 0.03 -0.05 -0.04
H 4.776 -0.026 3.174 0.02 -0.06 -0.05
H 2.890 -1.779 4.379 -0.01 0.11 -0.01
H 4.323 -2.355 3.503 -0.05 -0.01 0.01
H 2.125 -3.093 2.301 -0.06 0.01 -0.15
F -0.265 2.611 2.507 -0.05 -0.02 0.00
B 0.941 2.006 2.149 -0.10 -0.17 -0.08
F 1.259 2.375 0.815 -0.05 -0.05 0.07
F 1.988 2.366 2.996 0.04 0.04 0.04
F 0.771 0.584 2.205 0.07 0.30 0.19
```
Positions in Å, forces in eV/Å.

The calculation puts the HOMO energy at -7.83 eV. For the calculated total energy, the calculation gives -40662.6933 eV. As for the maximum force: 0.7 eV/Å. Its total charge is 0. For the orbital gap, the calculation gives 8.31 eV. The calculation puts the lowest unoccupied orbital energy at 0.5 eV.

---

Q: What is the calculated total energy in the sixth record?
A: -40662.6933 eV

---

Q: Which value of maximum force does entry 4 give?
A: 4.0 eV/Å